The following is a quantum chemistry calculation of a molecular structure, C2H6BrOZn, from the Open Molecules 2025 dataset.

Geometry as XYZ:
```
11
Properties=species:S:1:pos:R:3:lowdin_charge:R:1
Zn -0.583 -3.477 -3.641 0.66
Br -2.196 -1.870 -2.584 0.42
C 1.183 0.824 0.985 -0.01
C -0.204 0.345 0.779 -0.14
O -0.734 1.015 -0.375 0.25
H 1.718 0.333 1.798 0.13
H 1.244 1.847 1.357 0.12
H 1.845 0.666 0.135 0.12
H -0.697 0.651 1.701 0.21
H -0.370 -0.733 0.784 0.15
H -1.206 0.399 -0.939 0.08
```

Properties
max |F| = 0.0549 Eh/bohr
electronic energy = -122654.958 eV
total charge = +2
spin multiplicity = 2
orbital gap (spin up / spin down) = 4.089 / 7.497 eV
LUMO level (spin up / spin down) = -13.3 / -13.4 eV